1.
Density functional theory data (ωB97M-V with the def2-TZVPD basis set) for a molecular structure, C37H47AuBN7.

```
! RIJCOSX wB97M-V def2-TZVPD def2/J DEFGRID3
* xyz 0 1
Au 1.5814 0.4612 0.1872
C 0.4111 -2.0086 3.6019
C 0.7272 -0.5740 3.8365
N 1.0606 0.2902 2.9112
C 1.2396 1.4994 3.5436
C 1.0007 1.3633 4.8722
N 0.6714 0.0331 5.0553
C 0.2776 -0.5651 6.3101
N -1.0504 -1.1138 6.2405
N -1.2415 -2.4450 6.4080
N -2.4706 -2.7261 6.2201
C -3.1396 -1.5625 5.8955
C -4.4838 -1.3447 5.5773
C -4.8508 -0.0580 5.2649
C -3.9134 0.9984 5.2703
C -2.5895 0.8011 5.5866
C -2.2258 -0.5129 5.8999
H 0.9350 -2.3383 2.7069
H -0.6600 -2.1495 3.4389
H 0.7033 -2.6373 4.4422
H 1.5152 2.3895 3.0035
H 1.0385 2.0570 5.6941
H 0.3281 0.2177 7.0668
H 0.9307 -1.3864 6.6012
H -5.1920 -2.1614 5.5764
H -5.8778 0.1591 5.0043
H -4.2493 1.9936 5.0105
H -1.8777 1.6150 5.5816
C 3.8875 -2.1956 -4.7021
C 3.5976 -1.6399 -3.3071
C 4.8936 -1.3770 -2.5398
C 2.6776 -2.5676 -2.5409
C 3.1142 -3.8332 -2.1614
C 2.2741 -4.7035 -1.4882
C 0.9693 -4.3308 -1.2079
C 0.4889 -3.0803 -1.5807
C -0.9444 -2.6853 -1.2775
C -1.1243 -2.3929 0.2143
C -1.9410 -3.7448 -1.7481
C 1.3662 -2.2026 -2.2270
N 0.9032 -0.8953 -2.5500
B 0.8418 0.2497 -1.6903
N 0.0964 1.2122 -2.4477
C -0.2401 0.6565 -3.6819
C 0.2383 -0.6025 -3.7419
C -0.3196 2.5108 -2.0426
C 0.3529 3.6322 -2.5378
C -0.0800 4.8914 -2.1351
C -1.1394 5.0314 -1.2550
C -1.7834 3.9074 -0.7657
C -1.3915 2.6295 -1.1511
C -2.1529 1.4220 -0.6368
C -3.5993 1.4396 -1.1352
C -2.0986 1.3276 0.8889
C 1.5414 3.5012 -3.4692
C 1.2541 4.1365 -4.8299
C 2.7978 4.1011 -2.8362
H 4.5154 -1.5042 -5.2672
H 2.9652 -2.3562 -5.2625
H 4.4103 -3.1530 -4.6411
H 3.0835 -0.6855 -3.4265
H 5.4803 -2.2908 -2.4233
H 4.6827 -0.9790 -1.5462
H 5.5121 -0.6529 -3.0736
H 4.1272 -4.1402 -2.3923
H 2.6354 -5.6780 -1.1844
H 0.3165 -5.0240 -0.6913
H -1.1622 -1.7672 -1.8257
H -0.9767 -3.3026 0.8035
H -2.1327 -2.0220 0.4149
H -0.4096 -1.6409 0.5575
H -1.8155 -4.6847 -1.2072
H -1.8256 -3.9517 -2.8130
H -2.9631 -3.4017 -1.5765
H -0.8089 1.2042 -4.4156
H 0.1513 -1.3262 -4.5359
H 0.4238 5.7741 -2.5109
H -1.4648 6.0184 -0.9508
H -2.6126 4.0247 -0.0780
H -1.6746 0.5273 -1.0392
H -4.1414 2.3043 -0.7454
H -4.1253 0.5397 -0.8093
H -3.6402 1.4830 -2.2246
H -2.5211 2.2196 1.3576
H -1.0703 1.2097 1.2378
H -2.6720 0.4650 1.2379
H 1.7293 2.4391 -3.6265
H 1.0638 5.2077 -4.7324
H 0.3794 3.6849 -5.3006
H 2.1057 4.0079 -5.5006
H 2.6849 5.1747 -2.6704
H 3.6613 3.9528 -3.4876
H 3.0097 3.6311 -1.8746
*
```

2.
Density functional theory data (ωB97M-V with the def2-TZVPD basis set) for 10 unconnected molecules or ions with the total composition C26H72O10 in a non-equilibrium geometry.

```
! RIJCOSX wB97M-V def2-TZVPD def2/J DEFGRID3
* xyz 0 1
C -20.8440 -6.8614 -4.2535
C -20.3177 -5.6512 -4.9994
C -19.3614 -5.9209 -6.1479
O -21.4587 -4.8647 -5.4207
H -21.5803 -6.5430 -3.5203
H -20.0242 -7.4247 -3.7981
H -21.3645 -7.5620 -4.9132
H -19.8411 -4.9601 -4.2973
H -19.7099 -6.7936 -6.7100
H -18.4084 -6.2497 -5.7283
H -19.2274 -5.0704 -6.8110
H -21.6871 -5.1607 -6.3139
C -15.2344 -7.7414 -6.6426
C -14.6132 -6.4692 -6.1052
C -15.4321 -5.2292 -6.4366
O -14.6206 -6.6599 -4.6878
H -15.4972 -7.7857 -7.6986
H -16.0892 -7.9899 -6.0116
H -14.5395 -8.5781 -6.5097
H -13.6071 -6.3145 -6.5116
H -16.4748 -5.2848 -6.1084
H -15.4228 -4.8822 -7.4696
H -15.1003 -4.3943 -5.8020
H -14.2189 -5.8812 -4.2861
C -21.5056 0.7096 -10.5295
C -22.4394 -0.2950 -11.1787
C -23.3950 0.3651 -12.1354
O -21.6362 -1.2129 -11.9519
H -20.9371 1.2327 -11.3031
H -20.7551 0.2851 -9.8653
H -22.0697 1.4463 -9.9499
H -22.9574 -0.8861 -10.4120
H -24.2010 0.9361 -11.6655
H -23.9123 -0.3236 -12.8039
H -22.8453 1.0911 -12.7410
H -20.9889 -1.5630 -11.3169
C -17.8503 -0.0149 -3.6276
C -17.7283 -0.8639 -4.8987
C -17.3985 -2.2982 -4.5444
O -19.0512 -0.8548 -5.5032
H -17.9765 1.0487 -3.8562
H -16.9735 -0.0838 -2.9795
H -18.7574 -0.2269 -3.0563
H -16.9580 -0.4284 -5.5299
H -17.1557 -2.8444 -5.4604
H -18.1238 -2.8467 -3.9440
H -16.4646 -2.3196 -3.9696
H -19.5880 -1.3699 -4.8928
C -13.6314 -2.5504 -11.9237
C -14.2739 -3.7295 -11.1851
C -15.4849 -4.2507 -11.9487
O -13.3373 -4.7815 -11.0318
H -12.6410 -2.3472 -11.5088
H -14.2219 -1.6355 -11.9039
H -13.4925 -2.8382 -12.9685
H -14.6479 -3.3876 -10.2085
H -15.9989 -3.3966 -12.3924
H -16.1354 -4.8498 -11.3136
H -15.1585 -4.8740 -12.7851
H -12.6178 -4.4777 -10.4708
C -17.9085 -2.8870 -8.6965
C -19.2747 -2.9248 -9.3585
C -20.3686 -2.2179 -8.5567
O -19.2852 -2.4200 -10.7123
H -17.0834 -2.7212 -9.3975
H -17.6509 -3.8378 -8.2229
H -17.8027 -2.0985 -7.9454
H -19.5733 -3.9791 -9.4563
H -21.2545 -2.2098 -9.1893
H -19.9341 -1.2706 -8.2403
H -20.6423 -2.7924 -7.6693
H -18.9805 -3.1538 -11.2545
C -19.4494 -4.3389 -14.2489
C -19.7576 -5.7994 -13.9864
O -18.5456 -6.5073 -13.7371
H -18.7294 -4.1791 -15.0569
H -18.9783 -3.8856 -13.3728
H -20.3071 -3.6871 -14.4384
H -20.3111 -6.2823 -14.7943
H -20.3229 -5.8509 -13.0558
H -17.9062 -6.3547 -14.4372
C -23.8631 -4.2377 -8.1846
C -23.2597 -5.5116 -8.6791
O -22.8737 -6.3368 -7.5558
H -24.1509 -3.5722 -9.0024
H -23.2239 -3.6065 -7.5639
H -24.7650 -4.4842 -7.6231
H -22.3733 -5.4263 -9.3221
H -23.9819 -6.0481 -9.3071
H -22.6669 -7.1973 -7.9343
C -18.5374 -0.0775 -13.5683
C -17.6088 -1.2665 -13.7751
O -16.2858 -0.7467 -13.5742
H -19.6017 -0.3439 -13.6007
H -18.3068 0.6796 -14.3207
H -18.4994 0.4252 -12.5991
H -17.7369 -1.6488 -14.7908
H -17.7820 -2.0675 -13.0642
H -16.0727 -0.1093 -14.2596
C -17.9306 1.4332 -9.2903
C -17.5027 1.4050 -7.8358
O -18.6400 1.5422 -6.9774
H -18.4459 0.5002 -9.5473
H -17.0959 1.5107 -9.9879
H -18.6667 2.2240 -9.4326
H -16.9292 2.3090 -7.6095
H -16.8792 0.5276 -7.6451
H -18.8189 0.6779 -6.5720
*
```

Summary:
SMILES string: CC(C)O.CC(C)O.CC(C)O.CC(C)O.CC(C)O.CC(C)O.CCO.CCO.CCO.CCO

no.,LUMO energy (eV),E (eV)
1,0.2,-53933.808
2,0.4,-48602.740